(A)
Molecular formula: CH4BNO2
Method: DFT, ωB97M-V with the def2-TZVPD basis set

CARTESIAN COORDINATES (ANGSTROEM)
B1 1.845 0.543 0.067
C1 -2.019 -0.443 -0.017
N1 -0.958 0.334 -0.020
O1 -0.982 1.550 0.011
O2 0.826 -0.260 -0.063
H1 2.993 0.316 -0.084
H2 1.495 1.726 0.255
H3 -1.964 -1.455 0.207
H4 -3.100 0.040 -0.174

Summary:
- Net charge: 0

natural (NBO) atomic charge list, values in e, 6 entries: number 1, B, carries 0.53; number 2, C, carries -0.23; number 3, N, carries 0.31; number 4, O, carries -0.29; number 5, O, carries -0.64; number 6, H, carries -0.05



(B)
Molecular formula: CH4BNO2
Method: DFT, ωB97M-V with the def2-TZVPD basis set

CARTESIAN COORDINATES (ANGSTROEM)
B1 -0.965 1.427 -0.582
O1 -0.058 0.681 0.070
N1 0.114 -0.826 0.011
C1 1.033 -1.165 0.794
O2 -0.613 -1.284 -0.837
H1 -1.682 1.190 -1.516
H2 -0.759 2.554 -0.487
H3 1.327 -2.191 1.099
H4 1.604 -0.386 1.449

Summary:
- Net charge: 0
- SMILES string: BO[N+](=C)[O-]

natural (NBO) atomic charge list, values in e, 6 entries: number 1, B, carries 0.59; number 2, O, carries -0.60; number 3, N, carries 0.36; number 4, C, carries -0.24; number 5, O, carries -0.40; number 6, H, carries -0.09



We find (B) to be the most stable, with the next structure 21.4 kcal/mol higher.



(A)
Molecular formula: CH4BNO2
Method: DFT, ωB97M-V with the def2-TZVPD basis set

CARTESIAN COORDINATES (ANGSTROEM)
B1 1.596 0.707 0.177
O1 0.525 -0.131 0.171
N1 -0.905 0.356 0.104
C1 -1.594 -0.699 0.165
O2 -1.079 1.508 -0.100
H1 2.638 0.168 0.073
H2 1.555 1.892 0.660
H3 -0.927 -1.542 0.297
H4 -2.601 -0.737 0.216

Summary:
- Net charge: 0
- SMILES string: BO[N+](=C)[O-]

natural (NBO) atomic charge list, values in e, 6 entries: number 1, B, carries 0.59; number 2, O, carries -0.62; number 3, N, carries 0.39; number 4, C, carries -0.24; number 5, O, carries -0.39; number 6, H, carries -0.09



(B)
Molecular formula: CH4BNO2
Method: DFT, ωB97M-V with the def2-TZVPD basis set

CARTESIAN COORDINATES (ANGSTROEM)
C1 0.531 0.203 0.124
B1 0.216 -0.664 -1.194
O1 -0.665 -1.728 -1.396
N1 -0.950 -2.499 -2.613
O2 -0.881 -1.887 -3.620
H1 0.436 -0.248 1.188
H2 -0.239 0.904 0.102
H3 1.451 0.627 -0.084
H4 0.954 -0.481 -2.101

Summary:
- Net charge: 0
- SMILES string: CBON=O

natural (NBO) atomic charge list, values in e, 6 entries: number 1, C, carries -0.98; number 2, B, carries 0.79; number 3, O, carries -0.62; number 4, N, carries 0.43; number 5, O, carries -0.23; number 6, H, carries 0.25



We find (B) to be the most stable, with the next structure 29.4 kcal/mol higher.



(A)
Molecular formula: C21H23N3OS
Method: DFT, ωB97M-V with the def2-TZVPD basis set

CARTESIAN COORDINATES (ANGSTROEM)
O1 -0.773 -2.442 1.612
C1 -1.508 -1.502 1.396
N1 -1.655 -0.939 0.170
C2 -0.865 -1.334 -0.971
C3 0.213 -0.302 -1.326
C4 -0.393 1.034 -1.766
C5 0.712 1.994 -2.201
C6 1.552 1.340 -3.302
N2 2.126 0.072 -2.904
C7 3.263 0.162 -2.009
C8 4.105 -1.056 -2.153
N3 4.807 -1.602 -1.229
C9 5.481 -2.688 -1.676
C10 5.287 -2.987 -2.986
S1 4.207 -1.856 -3.708
C11 1.102 -0.851 -2.455
C12 -2.394 -0.887 2.435
C13 -3.297 -1.693 3.081
C14 -4.187 -1.163 4.025
C15 -4.163 0.172 4.317
C16 -3.225 1.028 3.703
C17 -3.163 2.402 4.016
C18 -2.228 3.213 3.436
C19 -1.300 2.679 2.530
C20 -1.338 1.353 2.200
C21 -2.311 0.494 2.755
H1 -2.285 -0.161 0.062
H2 -1.524 -1.495 -1.831
H3 -0.391 -2.281 -0.702
H4 0.830 -0.140 -0.436
H5 -0.970 1.482 -0.953
H6 -1.070 0.860 -2.607
H7 1.350 2.234 -1.347
H8 0.280 2.925 -2.571
H9 2.358 2.005 -3.618
H10 0.914 1.145 -4.171
H11 3.861 1.033 -2.301
H12 3.005 0.276 -0.945
H13 6.104 -3.232 -0.990
H14 5.701 -3.790 -3.559
H15 1.586 -1.774 -2.129
H16 0.474 -1.086 -3.321
H17 -3.324 -2.747 2.846
H18 -4.894 -1.818 4.511
H19 -4.854 0.592 5.033
H20 -3.867 2.800 4.732
H21 -2.187 4.264 3.682
H22 -0.548 3.324 2.100
H23 -0.600 0.943 1.526

Summary:
- Net charge: 0
- SMILES string: O=C(NC[C@@H]1CCCN(Cc2nccs2)C1)c1cccc2ccccc12

natural (NBO) atomic charge list, values in e, 6 entries: number 1, O, carries -0.61; number 2, C, carries 0.67; number 3, N, carries -0.61; number 4, C, carries -0.22; number 5, C, carries -0.25; number 6, C, carries -0.41



(B)
Molecular formula: C21H23N3OS
Method: DFT, ωB97M-V with the def2-TZVPD basis set

CARTESIAN COORDINATES (ANGSTROEM)
O1 -0.852 4.149 -0.399
C1 -0.464 3.246 0.313
C2 0.852 3.309 1.087
N1 1.570 2.052 1.042
C3 2.034 1.765 -0.311
C4 3.157 0.727 -0.324
C5 2.998 -0.250 0.848
C6 1.728 -1.017 0.693
N2 1.582 -1.943 -0.172
C7 0.361 -2.547 -0.105
C8 -0.069 -3.616 -0.884
C9 -1.315 -4.153 -0.645
C10 -2.143 -3.637 0.349
C11 -1.743 -2.566 1.125
C12 -0.490 -2.029 0.895
S1 0.320 -0.738 1.730
C13 3.103 0.525 2.168
C14 2.660 1.983 1.997
N3 -1.160 2.120 0.552
C15 -2.435 1.837 -0.067
C16 -2.388 0.619 -0.952
C17 -3.353 -0.373 -0.853
C18 -3.307 -1.481 -1.682
C19 -2.284 -1.619 -2.602
C20 -1.315 -0.636 -2.705
C21 -1.376 0.482 -1.894
H1 0.600 3.533 2.129
H2 1.440 4.153 0.687
H3 2.386 2.684 -0.811
H4 1.179 1.387 -0.877
H5 3.140 0.179 -1.266
H6 4.129 1.213 -0.230
H7 3.803 -0.991 0.788
H8 0.583 -4.010 -1.648
H9 -1.657 -4.991 -1.234
H10 -3.112 -4.082 0.520
H11 -2.381 -2.164 1.896
H12 2.486 0.040 2.926
H13 4.135 0.509 2.522
H14 3.512 2.609 1.684
H15 2.307 2.368 2.957
H16 -0.715 1.394 1.096
H17 -2.687 2.724 -0.658
H18 -3.197 1.705 0.710
H19 -4.149 -0.274 -0.130
H20 -4.071 -2.240 -1.605
H21 -2.243 -2.489 -3.241
H22 -0.516 -0.736 -3.424
H23 -0.643 1.268 -1.997

Summary:
- Net charge: 0
- SMILES string: O=C(CN1CCC(c2nc3ccccc3s2)CC1)NCc1ccccc1

natural (NBO) atomic charge list, values in e, 6 entries: number 1, O, carries -0.63; number 2, C, carries 0.67; number 3, C, carries -0.30; number 4, N, carries -0.46; number 5, C, carries -0.24; number 6, C, carries -0.40



We find (B) to be the most stable, with the next structure 8.2 kcal/mol higher.



(A)
Molecular formula: H4N2OS
Method: DFT, ωB97M-V with the def2-TZVPD basis set

CARTESIAN COORDINATES (ANGSTROEM)
N1 -0.067 1.494 0.098
N2 -0.713 -0.890 0.322
O1 1.736 -0.352 0.041
S1 0.394 0.256 0.874
H1 0.001 2.340 0.641
H2 -1.107 -0.648 -0.577
H3 -0.372 -1.839 0.349
H4 2.379 0.532 -0.566

Summary:
- Net charge: 0

natural (NBO) atomic charge list, values in e, 6 entries: number 1, N, carries -1.16; number 2, N, carries -1.03; number 3, O, carries -0.95; number 4, S, carries 1.47; number 5, H, carries 0.37; number 6, H, carries 0.40



(B)
Molecular formula: H4N2OS
Method: DFT, ωB97M-V with the def2-TZVPD basis set

CARTESIAN COORDINATES (ANGSTROEM)
N1 -0.145 -1.425 -0.157
N2 0.647 0.772 0.297
O1 -1.771 0.677 -0.278
S1 -0.659 -0.220 0.621
H1 -0.785 -2.198 -0.059
H2 1.058 1.129 1.084
H3 1.416 0.278 -0.199
H4 -2.490 0.111 -0.203

Summary:
- Net charge: 0

natural (NBO) atomic charge list, values in e, 6 entries: number 1, N, carries -1.15; number 2, N, carries -1.00; number 3, O, carries -0.87; number 4, S, carries 1.42; number 5, H, carries 0.36; number 6, H, carries 0.37



We find (B) to be the most stable, with the next structure 16.4 kcal/mol higher.



(A)
Molecular formula: C2H3OP
Method: DFT, ωB97M-V with the def2-TZVPD basis set

CARTESIAN COORDINATES (ANGSTROEM)
C1 0.103 0.142 -0.347
C2 0.537 -0.077 0.893
P1 2.321 -0.175 1.665
O1 2.065 -1.197 2.730
H1 -0.819 -0.002 -0.803
H2 0.969 0.378 -1.040
H3 0.063 -0.499 1.788

Summary:
- Net charge: 0
- SMILES string: C=CP=O

natural (NBO) atomic charge list, values in e, 6 entries: number 1, C, carries -0.33; number 2, C, carries -0.58; number 3, P, carries 1.26; number 4, O, carries -0.96; number 5, H, carries 0.21; number 6, H, carries 0.19



(B)
Molecular formula: C2H3OP
Method: DFT, ωB97M-V with the def2-TZVPD basis set

CARTESIAN COORDINATES (ANGSTROEM)
C1 -0.126 -0.439 -0.054
C2 0.538 0.635 -0.453
P1 1.244 0.801 -2.118
O1 2.010 2.073 -2.217
H1 -0.850 -0.453 0.790
H2 0.102 -1.379 -0.416
H3 0.375 1.731 -0.138

Summary:
- Net charge: 0
- SMILES string: C=CP=O

natural (NBO) atomic charge list, values in e, 6 entries: number 1, C, carries -0.28; number 2, C, carries -0.66; number 3, P, carries 1.28; number 4, O, carries -0.97; number 5, H, carries 0.21; number 6, H, carries 0.19



We find (B) to be the most stable, with the next structure 5.7 kcal/mol higher.



(A)
Molecular formula: C4H2F2O
Method: DFT, ωB97M-V with the def2-TZVPD basis set

CARTESIAN COORDINATES (ANGSTROEM)
C1 -0.982 1.819 1.284
C2 -0.384 0.920 0.603
C3 0.072 0.073 -0.452
C4 0.248 -0.578 0.806
O1 0.905 0.080 -1.464
F1 1.358 -0.582 1.517
F2 -0.578 -1.514 1.249
H1 -1.581 -1.200 -1.753
H2 0.943 0.982 -1.790

Summary:
- Net charge: 0

natural (NBO) atomic charge list, values in e, 6 entries: number 1, C, carries 0.23; number 2, C, carries -0.56; number 3, C, carries 0.26; number 4, C, carries 0.76; number 5, O, carries -0.61; number 6, F, carries -0.28



(B)
Molecular formula: C4H2F2O
Method: DFT, ωB97M-V with the def2-TZVPD basis set

CARTESIAN COORDINATES (ANGSTROEM)
C1 1.340 -0.311 -1.822
C2 0.261 -0.868 -1.525
C3 -0.469 -0.097 -0.761
C4 -0.338 0.137 0.584
O1 1.009 0.209 0.761
F1 -0.941 -1.029 1.317
F2 -0.944 1.440 1.027
H1 -1.167 0.583 -1.232
H2 1.248 -0.062 1.651

Summary:
- Net charge: 0

natural (NBO) atomic charge list, values in e, 6 entries: number 1, C, carries 0.11; number 2, C, carries -0.29; number 3, C, carries -0.05; number 4, C, carries 0.85; number 5, O, carries -0.66; number 6, F, carries -0.35



(C)
Molecular formula: C4H2F2O
Method: DFT, ωB97M-V with the def2-TZVPD basis set

CARTESIAN COORDINATES (ANGSTROEM)
C1 1.164 -1.370 0.366
C2 1.003 -0.320 -0.409
C3 0.436 0.726 -1.048
C4 0.031 -0.561 0.697
O1 -1.279 -0.939 0.454
F1 0.770 2.034 -1.077
F2 0.018 0.227 1.841
H1 -0.382 0.516 -1.891
H2 -1.759 -0.313 1.067

Summary:
- Net charge: 0

natural (NBO) atomic charge list, values in e, 6 entries: number 1, C, carries -0.04; number 2, C, carries -0.26; number 3, C, carries 0.30; number 4, C, carries 0.61; number 5, O, carries -0.67; number 6, F, carries -0.30



We find (C) to be the most stable, with the next structure 15.9 kcal/mol higher.